1.
ORCA calculation (ωB97M-V with the def2-TZVPD basis set) on a molecular structure, C2ErO3 in a non-equilibrium geometry.

Computed properties:
ΔE to the lowest compared entry with this formula, charge and spin ... 0.00 kcal per mole
Expectation value of S² ... 6.018
Max |F| ... 5.964 eV Å⁻¹
Net charge ... +2
2S+1 ... 5
Kohn-Sham gap (spin up / spin down) ... 5.23 / 9.63 eV
Highest occupied orbital energy (spin up / spin down) ... -17.37 / -21.73 eV
LUMO level (spin up / spin down) ... -12.14 / -12.09 eV

CARTESIAN COORDINATES (ANGSTROEM)
O -1.0634 -0.3136 2.1529
C -1.1252 -0.2016 3.2812
O 0.5999 -0.6902 -1.7753
C 1.3577 0.3047 -1.9493
O 1.3017 1.3893 -1.4027
Er -1.0708 -0.4886 -0.3068

Atom charges from the Löwdin analysis, given in e for atoms 1 to 4: -0.11, 0.22, -0.18, -0.21

2.
ORCA calculation (ωB97M-V with the def2-TZVPD basis set) on a molecular structure, C40H49N9O5PrS3Si2 in a non-equilibrium geometry.

Computed properties:
Expectation value of S² ... 2.002
Max |F| ... 4.797 eV Å⁻¹
Net charge ... -1
2S+1 ... 3
Kohn-Sham gap (spin up / spin down) ... 6.20 / 6.21 eV
Highest occupied orbital energy (spin up / spin down) ... -4.06 / -4.07 eV
LUMO level (spin up / spin down) ... 2.13 / 2.13 eV

CARTESIAN COORDINATES (ANGSTROEM)
Pr 0.3691 0.3028 1.0438
C -1.2116 1.0875 -2.3542
N -0.3169 -0.0031 -1.9859
C 1.0023 0.1622 -2.6071
C 1.6857 1.4499 -2.2485
C 1.9558 2.3932 -3.2332
C 2.5883 3.5743 -2.8828
C 2.9446 3.7515 -1.5587
C 2.6617 2.7444 -0.6446
N 2.0321 1.6212 -0.9736
C -0.8492 -1.2640 -2.5229
C -2.2412 -1.6386 -2.0984
C -3.3377 -1.2596 -2.8725
C -4.6026 -1.6828 -2.5083
C -4.7305 -2.4783 -1.3830
C -3.5776 -2.8352 -0.7005
N -2.3683 -2.4363 -1.0490
C -1.0606 2.3945 -1.6146
C -1.7795 3.4850 -2.0937
C -1.7546 4.6725 -1.3868
C -0.9861 4.7374 -0.2386
C -0.2841 3.6108 0.1564
N -0.3297 2.4580 -0.5081
H -1.1451 1.2876 -3.4428
H -2.2302 0.7529 -2.1342
H 1.6407 -0.6616 -2.2740
H 0.9098 0.1079 -3.7098
H 1.6748 2.2057 -4.2594
H 2.8024 4.3244 -3.6316
H 3.4429 4.6503 -1.2332
H 2.9211 2.8383 0.4028
H -0.8473 -1.2178 -3.6306
H -0.1753 -2.0616 -2.2051
H -3.1953 -0.6755 -3.7707
H -5.4675 -1.4181 -3.0999
H -5.6993 -2.8297 -1.0676
H -3.6215 -3.5054 0.1488
H -2.3708 3.3884 -2.9942
H -2.3377 5.5204 -1.7203
H -0.9535 5.6266 0.3682
H 0.3128 3.6365 1.0623
N -7.9466 -0.1164 -1.7139
C -6.8523 0.2462 -0.9325
C -5.8834 1.1127 -1.4373
C -4.7437 1.3843 -0.7042
C -4.5607 0.8112 0.5393
C -5.5347 -0.0182 1.0644
C -6.6705 -0.3098 0.3336
S -3.0213 1.1113 1.4413
O -3.3597 1.0876 2.8309
O -2.5165 2.3271 0.8582
N -2.0561 -0.0935 0.9148
C -2.1602 -1.2080 1.6283
N -1.0364 -1.9585 1.7375
C -1.1148 -3.0798 2.4291
C -2.2823 -3.5078 3.0409
C -3.3791 -2.6717 2.8779
N -3.3368 -1.5606 2.1804
H -8.2225 0.5669 -2.4022
H -8.7234 -0.5057 -1.2016
H -6.0325 1.5705 -2.4055
H -3.9846 2.0551 -1.0730
H -5.3672 -0.4352 2.0427
H -7.4296 -0.9683 0.7373
H -0.1970 -3.6566 2.4960
H -2.3310 -4.4219 3.6086
H -4.3452 -2.9106 3.3110
C 5.0850 0.8016 -1.5021
Si 4.9876 0.2073 0.3399
C 5.3628 1.7724 1.3661
C 6.5344 -0.9519 0.5245
C 3.3979 -0.6681 0.8052
C 2.7528 -1.5108 -0.1068
C 3.3686 -2.0797 -1.2676
C 2.7764 -3.1068 -1.9411
C 1.5290 -3.5874 -1.5020
C 0.9279 -2.9322 -0.4456
N 1.4607 -1.9051 0.2121
Si 3.1331 -1.2110 2.6050
C 1.5928 -0.9644 3.7251
C 3.3005 -3.1484 2.5515
C 4.6117 -0.6525 3.6912
H 5.1947 1.8803 -1.5565
H 4.1897 0.5500 -2.0579
H 5.9315 0.3666 -2.0265
H 5.7222 2.5900 0.7476
H 6.1115 1.5853 2.1280
H 4.4599 2.1041 1.8688
H 7.2089 -0.8905 -0.3241
H 6.2321 -1.9887 0.6260
H 7.1103 -0.6979 1.4078
H 4.3476 -1.7292 -1.5481
H 3.2716 -3.5748 -2.7839
H 1.0478 -4.4233 -1.9862
H -0.0550 -3.2396 -0.1070
H 0.6538 -1.1182 3.1819
H 1.5687 0.0273 4.1756
H 1.6038 -1.6764 4.5493
H 4.1966 -3.4439 2.0166
H 3.3515 -3.5846 3.5441
H 2.4615 -3.5981 2.0321
H 4.5512 0.4124 3.8783
H 5.5646 -0.8603 3.2191
H 4.5965 -1.1596 4.6522
O 0.4317 1.8872 4.8047
S 0.1458 2.1674 3.4110
O -0.4527 3.4624 3.1534
O -0.5707 1.0418 2.7573
S 1.9215 2.1774 2.4404

Atom charges from the Löwdin analysis, given in e for atoms 1 to 4: 0.80, -0.12, -0.12, -0.12

3.
ORCA calculation (ωB97M-V with the def2-TZVPD basis set) on a molecular structure, C28H38ClN2O2RhSi2Te.

Computed properties:
Expectation value of S² ... 6.049
Max |F| ... 0.568 eV Å⁻¹
Net charge ... +2
2S+1 ... 5
Kohn-Sham gap (spin up / spin down) ... 5.90 / 6.07 eV
Highest occupied orbital energy (spin up / spin down) ... -12.60 / -14.61 eV
LUMO level (spin up / spin down) ... -6.69 / -8.54 eV

CARTESIAN COORDINATES (ANGSTROEM)
Rh 2.3073 -0.6820 -0.1100
O -0.2443 1.0580 -7.0093
C -0.3219 2.0099 -6.0657
O -0.9619 3.0023 -6.2409
C 0.4143 1.7815 -4.7665
C 0.6688 2.9109 -3.9911
C 1.2673 2.7979 -2.7524
C 1.5973 1.5369 -2.2579
C 1.3596 0.4135 -3.0324
C 0.7768 0.5332 -4.2866
N 2.1342 1.3046 -0.9444
C 2.4230 2.2588 -0.1518
C 2.8947 1.9814 1.2186
C 3.3375 3.0037 2.0324
C 3.7801 2.6922 3.3151
C 3.7606 1.3724 3.7197
C 3.2985 0.4033 2.8338
N 2.8666 0.6957 1.6134
H 0.4184 0.3869 -6.8033
H 0.3786 3.8777 -4.3803
H 1.4525 3.7014 -2.1881
H 1.6281 -0.5683 -2.6524
H 0.5811 -0.3687 -4.8538
H 2.3364 3.3012 -0.4479
H 3.3495 4.0215 1.6650
H 4.1344 3.4687 3.9791
H 4.0989 1.0824 4.7044
H 3.2781 -0.6425 3.1133
Cl -1.1677 -4.9213 -2.2728
C 0.1646 -4.2402 -1.4443
C 1.2703 -3.7660 -2.1768
C 2.3340 -3.2122 -1.5245
C 2.3386 -3.0692 -0.0920
C 3.4309 -2.4870 0.5909
C 1.2203 -3.6155 0.6162
C 0.1641 -4.1915 -0.0501
H 1.2758 -3.8736 -3.2532
H 3.2044 -2.8918 -2.0862
H 4.3806 -2.3815 0.0749
H 3.4975 -2.6245 1.6627
H 1.2362 -3.6019 1.6989
H -0.6602 -4.6347 0.4940
C -3.9330 -2.5266 3.2498
Si -2.2273 -1.8415 3.0872
C -2.0214 -0.2101 3.9502
C -0.8973 -3.0184 3.6245
C -2.0251 -1.6023 1.1798
Te -0.3416 -0.5391 0.5279
C -1.0467 1.4058 0.7886
Si -2.3863 1.9744 -0.5060
C -2.2714 0.8720 -2.0000
C -4.0171 1.8420 0.3581
C -1.9414 3.7202 -0.9258
H -4.1694 -2.7137 4.2998
H -4.0355 -3.4728 2.7146
H -4.6792 -1.8307 2.8612
H -2.1862 -0.3506 5.0212
H -2.7445 0.5363 3.6124
H -1.0114 0.1936 3.8340
H -1.0438 -3.2938 4.6713
H 0.0923 -2.5583 3.5495
H -0.9033 -3.9432 3.0433
H -2.8831 -1.0712 0.7607
H -1.9498 -2.5806 0.7024
H -0.1705 2.0546 0.7490
H -1.4700 1.4455 1.7933
H -2.4868 -0.1783 -1.7773
H -1.2795 0.9349 -2.4576
H -2.9962 1.1858 -2.7550
H -4.2617 0.8172 0.6474
H -4.8213 2.1947 -0.2914
H -4.0280 2.4620 1.2576
H -1.0288 3.7577 -1.5240
H -1.8012 4.3290 -0.0299
H -2.7374 4.1822 -1.5145

Atom charges from the Löwdin analysis, given in e for atoms 1 to 4: 0.69, 0.15, -0.47, 0.16

4.
ORCA calculation (ωB97M-V with the def2-TZVPD basis set) on 4 unconnected molecules or ions with the total composition C11H30O4 in a non-equilibrium geometry.

Computed properties:
ΔE to the lowest compared entry with this formula, charge and spin ... 0.00 kcal per mole
Max |F| ... 1.548 eV Å⁻¹
Kohn-Sham gap ... 10.09 eV
Highest occupied orbital energy ... -9.44 eV
LUMO level ... 0.64 eV

CARTESIAN COORDINATES (ANGSTROEM)
C -10.4676 -0.5358 15.0533
C -9.8763 -1.8921 15.4145
O -10.3503 -2.3377 16.6670
H -11.5437 -0.6409 14.9109
H -9.9414 -0.1029 14.2040
H -10.3834 0.1497 15.9004
H -8.7832 -1.8859 15.4313
H -10.1087 -2.6125 14.6198
H -11.0539 -2.9823 16.5981
C -2.5257 -4.7012 9.4033
C -3.4523 -3.8021 10.2191
C -2.9126 -2.3950 10.4169
O -4.7569 -3.7256 9.6227
H -2.2196 -4.1781 8.4950
H -3.0506 -5.6161 9.1166
H -1.6608 -5.0364 9.9729
H -3.5550 -4.2570 11.2055
H -2.0574 -2.3896 11.1021
H -3.6784 -1.8175 10.9443
H -2.6444 -1.8186 9.5314
H -4.6217 -3.5457 8.6843
C -7.3377 -6.3184 7.6916
C -7.5515 -6.7970 9.1383
C -6.2696 -7.1152 9.8792
O -8.3969 -5.9086 9.8361
H -8.2990 -6.0567 7.2545
H -6.7377 -7.0196 7.1192
H -6.8144 -5.3532 7.7467
H -8.0905 -7.7456 9.0334
H -5.5547 -6.2873 9.9269
H -5.7295 -7.9410 9.4105
H -6.4704 -7.3945 10.9152
H -7.8272 -5.3743 10.4148
C -5.7226 -3.3039 13.5233
C -7.0029 -3.2576 12.6897
C -7.3320 -1.8153 12.3408
O -6.8775 -4.0644 11.5289
H -4.8500 -2.8255 13.0734
H -5.4420 -4.3337 13.7621
H -5.8648 -2.8171 14.4938
H -7.8374 -3.6893 13.2435
H -8.2549 -1.7614 11.7532
H -6.6012 -1.3651 11.6610
H -7.4420 -1.2009 13.2331
H -6.1876 -3.6835 10.9584

Atom charges from the Löwdin analysis, given in e for atoms 1 to 4: -0.09, -0.34, -0.07, 0.07

The lowest max |F| belongs to which entry? C28H38ClN2O2RhSi2Te

What is the max |F| in the fourth record? 1.548 eV Å⁻¹

What is the max |F| in the second record? 4.797 eV Å⁻¹

Among the records above, which one has the lowest max |F|? C28H38ClN2O2RhSi2Te